(1)
C43H122N16O13 | ωB97M-V with the def2-TZVPD basis set

Summary:
HOMO energy   -9.2 eV
Frontier orbital gap   0.335 Ha
Net charge   0

Cartesian coordinates (Å):
C -3.322 -5.200 2.611
O -2.581 -5.642 3.476
N -4.107 -5.959 1.916
N -3.407 -3.917 2.365
H -4.207 -6.956 2.043
H -4.815 -5.421 1.437
H -3.864 -3.565 1.535
H -2.811 -3.382 2.980
C 2.003 4.822 4.078
O 2.798 3.899 3.985
N 1.770 5.612 5.062
N 1.348 5.308 3.064
H 2.301 5.601 5.921
H 1.162 6.407 4.922
H 1.496 4.784 2.214
H 0.588 5.955 3.221
C 0.694 -2.993 7.516
O -0.031 -3.362 8.389
N 0.424 -1.996 6.755
N 1.869 -3.512 7.282
H -0.458 -1.528 6.908
H 1.124 -1.669 6.104
H 2.039 -4.417 7.696
H 2.425 -3.124 6.533
C -4.071 6.039 2.747
C -5.495 5.640 2.496
C -6.143 4.778 3.669
O -7.459 4.485 3.298
C -8.359 4.407 4.315
N -6.256 6.865 2.295
H -3.690 6.755 2.018
H -3.421 5.180 2.584
H -3.891 6.404 3.758
H -5.579 4.992 1.624
H -6.064 5.280 4.634
H -5.658 3.827 3.888
H -8.510 5.360 4.823
H -7.955 3.733 5.071
H -9.340 4.086 3.967
H -5.836 7.415 1.559
H -6.137 7.453 3.107
C -1.695 -5.537 -3.157
C -0.808 -6.042 -4.164
C 0.283 -5.008 -4.594
O -0.295 -3.895 -5.290
C -0.824 -4.163 -6.615
N -0.257 -7.390 -3.994
H -2.143 -4.577 -3.415
H -1.322 -5.519 -2.133
H -2.532 -6.233 -3.212
H -1.509 -6.122 -4.995
H 1.205 -5.362 -5.055
H 0.598 -4.446 -3.715
H -0.235 -4.922 -7.130
H -0.726 -3.199 -7.115
H -1.821 -4.602 -6.646
H -0.106 -7.792 -4.908
H -0.785 -8.062 -3.455
C 7.310 -8.564 5.166
C 6.246 -9.332 4.431
C 5.274 -8.304 3.857
O 4.305 -8.803 2.911
C 3.230 -7.884 2.652
N 6.766 -10.306 3.478
H 8.066 -9.294 5.456
H 6.928 -8.117 6.083
H 7.705 -7.718 4.605
H 5.665 -9.778 5.238
H 5.838 -7.484 3.413
H 4.668 -7.880 4.657
H 2.592 -7.763 3.527
H 2.414 -8.139 1.975
H 3.659 -6.930 2.346
H 7.699 -9.936 3.365
H 6.156 -10.243 2.676
C -6.617 -2.391 -1.607
C -7.511 -1.923 -0.449
C -8.914 -1.504 -1.038
O -9.741 -1.275 0.083
C -10.961 -0.708 -0.221
N -7.717 -3.138 0.366
H -5.753 -2.857 -1.134
H -6.282 -1.542 -2.204
H -7.010 -3.212 -2.207
H -7.044 -1.118 0.119
H -9.250 -2.240 -1.768
H -8.670 -0.536 -1.475
H -11.758 -0.857 0.508
H -11.404 -1.110 -1.132
H -10.943 0.346 -0.499
H -8.679 -3.430 0.464
H -7.753 -2.751 1.298
C 4.151 5.075 -2.943
C 3.699 6.555 -2.856
C 4.102 7.342 -4.152
O 5.505 7.177 -4.523
C 6.482 7.796 -3.684
N 2.251 6.623 -2.784
H 3.747 4.594 -3.833
H 3.711 4.649 -2.042
H 5.240 5.023 -2.956
H 4.108 7.059 -1.980
H 3.875 8.393 -3.969
H 3.511 7.040 -5.017
H 6.406 8.883 -3.710
H 7.439 7.419 -4.045
H 6.316 7.647 -2.617
H 2.042 5.964 -2.047
H 1.862 6.316 -3.664
C -2.061 0.808 0.641
C -0.593 1.118 0.758
C 0.216 -0.081 0.450
O -0.088 -1.031 1.529
C 0.690 -2.275 1.606
N -0.220 2.151 -0.234
H -2.587 1.753 0.504
H -2.369 0.354 1.583
H -2.288 0.249 -0.267
H -0.348 1.507 1.746
H 1.265 0.213 0.495
H -0.010 -0.510 -0.526
H 0.417 -2.892 0.750
H 0.344 -2.714 2.542
H 1.751 -2.031 1.545
H -0.187 1.703 -1.139
H -0.969 2.826 -0.288
C 5.874 -0.014 5.662
C 5.332 -0.265 4.235
C 6.181 -1.212 3.336
O 5.895 -1.098 1.941
C 6.213 0.125 1.188
N 3.968 -0.609 4.160
H 6.870 0.417 5.766
H 5.767 -0.902 6.286
H 5.179 0.586 6.249
H 5.365 0.739 3.812
H 6.107 -2.262 3.619
H 7.206 -0.847 3.401
H 5.701 0.982 1.626
H 5.896 0.032 0.149
H 7.282 0.334 1.217
H 3.726 -0.783 3.194
H 3.567 0.280 4.420
C 0.328 1.862 -6.476
C -0.736 2.193 -5.388
C -1.538 3.459 -5.672
O -0.747 4.702 -5.538
C -1.371 5.725 -6.170
N -1.523 0.987 -5.082
H 0.629 0.818 -6.390
H 1.141 2.579 -6.357
H 0.010 1.833 -7.518
H -0.117 2.386 -4.512
H -2.246 3.259 -4.867
H -2.033 3.291 -6.628
H -0.984 6.670 -5.787
H -2.391 5.884 -5.817
H -1.476 5.688 -7.254
H -2.152 0.888 -5.866
H -1.032 0.117 -5.226
C -5.563 11.811 -0.658
C -4.163 11.151 -0.645
C -4.048 9.961 -1.665
O -4.954 8.925 -1.411
C -4.664 7.646 -2.039
N -3.155 12.137 -0.686
H -5.699 12.561 0.122
H -6.341 11.060 -0.524
H -5.742 12.198 -1.661
H -4.156 10.786 0.382
H -3.045 9.534 -1.648
H -4.327 10.252 -2.678
H -3.695 7.152 -1.976
H -4.859 7.741 -3.107
H -5.357 6.916 -1.618
H -3.285 12.492 -1.622
H -2.241 11.710 -0.736
C 5.257 -9.633 -2.845
C 6.602 -9.001 -2.463
C 6.430 -7.912 -1.363
O 6.295 -6.680 -2.095
C 5.773 -5.606 -1.312
N 7.437 -10.006 -1.770
H 5.425 -10.569 -3.377
H 4.749 -9.072 -3.629
H 4.577 -9.868 -2.026
H 7.107 -8.571 -3.328
H 7.276 -7.884 -0.676
H 5.682 -8.024 -0.579
H 4.766 -5.423 -1.686
H 6.342 -4.697 -1.506
H 5.855 -5.757 -0.235
H 6.946 -10.866 -1.968
H 7.361 -9.871 -0.772

***

(2)
C43H26N11OS2W | ωB97M-V with the def2-TZVPD basis set

Summary:
HOMO energy (spin up / spin down)   -2.6 / -2.4 eV
Frontier orbital gap (spin up / spin down)   0.176 / 0.169 Ha
Net charge   -1

Cartesian coordinates (Å):
W -0.027 0.004 -0.001
C -3.813 -4.687 2.906
C -4.845 -3.756 2.665
C -4.599 -2.556 2.028
C -3.291 -2.304 1.614
C -2.671 -1.193 0.936
N -1.405 -1.513 0.613
C -1.028 -2.594 1.426
N 0.148 -2.854 2.011
C 1.147 -1.949 2.016
C 2.115 -1.813 3.058
C 2.265 -2.469 4.279
C 3.341 -2.094 5.068
C 4.247 -1.103 4.662
C 4.119 -0.442 3.450
C 3.038 -0.800 2.643
C 2.621 -0.328 1.354
N 3.313 0.588 0.610
C 2.720 1.440 -0.188
N 1.364 1.512 -0.571
C 1.054 2.823 -0.663
N -0.146 3.429 -0.617
C -1.269 2.806 -0.039
N -1.384 1.455 0.497
C -2.735 1.161 0.596
N -3.342 -0.020 0.748
C -3.478 2.438 0.493
C -4.799 2.747 0.773
C -5.189 4.076 0.671
C -4.286 5.074 0.287
C -2.961 4.776 -0.009
C -2.567 3.458 0.103
C 2.279 3.617 -0.779
C 2.511 4.959 -1.034
C 3.832 5.382 -1.075
C 4.888 4.489 -0.852
C 4.657 3.148 -0.580
C 3.339 2.713 -0.571
N 1.465 -1.010 1.042
C -2.255 -3.248 1.839
C -2.510 -4.440 2.515
H -4.047 -5.609 3.426
H -5.851 -3.983 2.998
H -5.380 -1.828 1.849
H 1.560 -3.231 4.583
H 3.485 -2.578 6.028
H 5.070 -0.844 5.318
H 4.812 0.325 3.131
H -5.482 1.970 1.091
H -6.209 4.349 0.911
H -4.623 6.102 0.235
H -2.246 5.539 -0.285
H 1.684 5.638 -1.193
H 4.052 6.424 -1.274
H 5.906 4.860 -0.875
H 5.467 2.462 -0.369
H -1.709 -5.134 2.734
S -1.360 1.776 -1.361
C -2.005 0.238 -1.859
N -1.499 -0.845 -1.340
C -2.116 -1.978 -1.871
C -1.824 -3.306 -1.557
C -2.529 -4.318 -2.173
C -3.530 -4.025 -3.105
C -3.833 -2.720 -3.430
C -3.119 -1.701 -2.807
S -3.273 0.016 -3.011
H -1.048 -3.520 -0.836
H -2.301 -5.347 -1.927
H -4.075 -4.832 -3.579
H -4.606 -2.488 -4.152
O 0.788 -1.635 -0.201
C 2.670 -2.211 -1.346
C 2.164 -1.013 -2.191
N 1.222 -0.081 -1.912
C 1.188 0.782 -3.001
C 2.084 0.364 -3.916
N 2.698 -0.760 -3.412
H 2.116 -2.267 -0.333
H 3.747 -2.096 -1.173
H 2.500 -3.137 -1.906
H 0.540 1.635 -3.081
H 2.305 0.809 -4.871
H 3.420 -1.296 -3.860

***

Quick rundown of largest force on an atom, same order as above: 6.5; 10.1 eV/Å
Quick rundown of relative energy (zero: lowest compared OMol25 entry of this formula, charge and spin), same order as above: 186.2; 258.7 kcal/mol
Quick rundown of calculated total energy, same order as above: -97018.161; -86938.754 eV